[1]
One molecule with the formula C22H38O7, computed with ωB97M-V with the def2-TZVPD basis set.

Positions of all 67 atoms, in Å:
C  -6.5614  -0.0887  -0.2077
H  -6.9626  -0.7009  0.5973
C  -5.6299  -0.9125  -1.0900
C  -4.5023  -1.5937  -0.3134
C  -3.4912  -0.6022  0.2619
C  -2.3090  -1.2867  0.9539
C  -1.3063  -1.8881  -0.0287
C  -0.1434  -2.5691  0.6891
C  0.8080  -3.2504  -0.2947
C  2.0854  -3.7884  0.3678
C  3.3057  -2.8870  0.1648
C  3.1222  -1.4997  0.7725
C  4.3637  -0.6103  0.6850
C  4.8783  -0.3385  -0.7300
C  3.8819  0.3349  -1.6748
H  4.3662  0.4540  -2.6456
H  3.0061  -0.2988  -1.8187
C  3.4108  1.7097  -1.1865
C  2.2146  1.6051  -0.2861
O  1.2463  0.9185  -0.5029
O  2.3266  2.3896  0.7955
C  1.2348  2.4286  1.7004
H  0.5543  1.5961  1.4851
H  1.6469  2.3188  2.7076
C  0.4923  3.7767  1.6372
O  -0.3596  3.9252  2.7338
H  -1.1160  3.3303  2.6252
C  -0.3106  3.9718  0.3255
C  -1.2639  2.8470  0.0261
C  -0.9953  2.3719  -1.2005
C  0.1507  3.1180  -1.7315
O  0.6991  2.9637  -2.7906
O  0.5260  4.0423  -0.8120
O  -1.5980  1.3745  -1.8887
H  -1.0602  1.2039  -2.6756
O  -2.1773  2.4706  0.9461
H  -2.6673  1.7054  0.6061
H  -0.8453  4.9274  0.4258
H  1.2345  4.5801  1.7008
H  4.2051  2.2543  -0.6777
H  3.0748  2.3002  -2.0441
H  5.1971  -1.2793  -1.1826
H  5.7646  0.2970  -0.6501
H  4.1393  0.3424  1.1710
H  5.1738  -1.0792  1.2508
H  2.8656  -1.6128  1.8298
H  2.2880  -1.0047  0.2806
H  3.4951  -2.7973  -0.9065
H  4.1780  -3.3664  0.6177
H  1.9094  -3.9239  1.4373
H  2.3227  -4.7705  -0.0477
H  1.0770  -2.5414  -1.0798
H  0.2709  -4.0720  -0.7744
H  -0.5321  -3.3161  1.3866
H  0.3978  -1.8234  1.2723
H  -1.8069  -2.6175  -0.6679
H  -0.9126  -1.0949  -0.6674
H  -1.7846  -0.5579  1.5787
H  -2.6857  -2.0695  1.6169
H  -4.0063  0.0301  0.9906
H  -3.1169  0.0190  -0.5562
H  -4.9300  -2.1866  0.4987
H  -3.9859  -2.2785  -0.9878
H  -6.2179  -1.6831  -1.5940
H  -5.1973  -0.2710  -1.8612
H  -7.3943  0.2934  -0.7937
H  -6.0430  0.7601  0.2309

Its multiplicity is 1. The largest force on an atom comes out at 0.998 eV/A. The calculation puts the HOMO-LUMO gap at 0.3533 Ha. As for the energy above the lowest of the compared OMol25 structures with the same formula, charge and spin: 26.4 kJ/mol. The energy comes out at -1387.8053 hartree. The calculation puts the HOMO energy at -0.3306 Ha.


[2]
C22H39BF3N8O5S2Y as an isolated structure, computed with ωB97M-V with the def2-TZVPD basis set.

Positions of all 81 atoms, in Å:
Y  0.3552  -0.2793  0.1780
C  -1.9996  3.5393  2.7082
N  -0.5758  3.2575  2.8732
C  0.1951  4.1965  3.6966
C  -0.0350  2.1871  2.3039
O  -0.6860  1.3653  1.6327
C  1.4564  1.9596  2.4891
O  1.9387  1.2396  1.3634
C  3.0096  1.8511  0.6578
C  3.1514  1.1032  -0.6521
O  2.3828  0.1537  -0.8805
N  4.0789  1.5251  -1.4926
C  4.9709  2.6391  -1.1613
C  4.2335  0.8955  -2.8055
H  -2.5119  3.4556  3.6671
H  -2.4206  2.8376  1.9975
H  -2.1233  4.5528  2.3288
H  -0.5122  4.8283  4.2262
H  0.8293  4.8383  3.0850
H  0.7962  3.6799  4.4423
H  1.6038  1.3540  3.3862
H  2.0056  2.8917  2.6014
H  3.9319  1.7865  1.2402
H  2.7925  2.9055  0.4640
H  4.4180  3.5700  -1.0341
H  5.6576  2.7722  -1.9914
H  5.5615  2.4319  -0.2693
H  3.4586  0.1505  -2.9386
H  5.2151  0.4273  -2.8734
H  4.1406  1.6598  -3.5757
C  1.6031  -4.1835  -1.6724
N  1.5805  -3.0234  -2.5608
C  2.4781  -2.7870  -3.5757
C  2.0508  -1.6756  -4.2122
N  0.9011  -1.2299  -3.5928
B  0.1743  0.0229  -4.2720
N  -1.2005  0.3682  -3.6300
C  -2.4108  0.0565  -4.2187
C  -3.3937  0.6253  -3.4919
N  -2.7699  1.2955  -2.4504
C  -3.4372  2.1547  -1.4865
C  -1.4356  1.1195  -2.5500
S  -0.2769  1.7730  -1.4529
C  0.6235  -2.0691  -2.5962
S  -0.7197  -2.0479  -1.4786
H  2.5611  -4.6792  -1.8022
H  0.8000  -4.8699  -1.9323
H  1.5028  -3.8608  -0.6417
H  3.3204  -3.4322  -3.7534
H  2.4519  -1.1635  -5.0698
H  -0.0483  -0.2977  -5.4136
H  0.9302  0.9602  -4.1822
H  -2.4577  -0.5343  -5.1159
H  -4.4599  0.6526  -3.6330
H  -4.4989  1.9173  -1.4964
H  -3.3032  3.2040  -1.7443
H  -3.0182  1.9921  -0.4949
F  3.3294  -3.2742  2.6837
C  2.1404  -2.8350  3.0709
F  2.2530  -2.2603  4.2664
F  1.3067  -3.8933  3.1891
C  1.5255  -1.8686  2.0371
O  0.7045  -1.0082  2.4470
O  1.8204  -2.0210  0.8323
N  -4.3857  -2.1461  2.7020
C  -3.1450  -2.9829  2.9282
C  -1.9153  -2.1578  2.5959
N  -1.9524  -1.5990  1.2446
C  -3.1686  -0.8243  1.0097
C  -4.4420  -1.6024  1.2921
H  -4.3862  -1.3681  3.3647
H  -5.2233  -2.6927  2.9042
H  -3.2493  -3.8495  2.2757
H  -3.1588  -3.3118  3.9654
H  -1.0427  -2.7947  2.7156
H  -1.7940  -1.3384  3.3091
H  -1.8855  -2.3510  0.5610
H  -3.1968  -0.4899  -0.0288
H  -3.1220  0.0745  1.6338
H  -4.5377  -2.4735  0.6441
H  -5.3409  -0.9946  1.2101

Its multiplicity is 1. The largest force on an atom comes out at 0.780 eV/A. The calculation puts the HOMO-LUMO gap at 0.2787 Ha. The charge is +2. As for the energy above the lowest of the compared OMol25 structures with the same formula, charge and spin: 34.2 kJ/mol. The energy comes out at -2834.9701 hartree. The calculation puts the HOMO energy at -0.4629 Ha.


- Which of these has the lowest energy?
  C22H39BF3N8O5S2Y


- Look up the largest force on an atom of the first one.
  0.998 eV/A


- What is the largest force on an atom in the first record?
  0.998 eV/A